# 1
Computed, not measured: a structure of composition C30H24Cl2N2NiO6P, with ωB97M-V with the def2-TZVPD basis set.

## Properties
- 2S+1: 3
- Net charge: -1
- Energy relative to the best compared isomer or geometry (same formula, charge and spin): 73.4 kcal/mol
- HOMO energy (spin up / spin down): -1.9 / -3.6 eV
- Gap between HOMO and LUMO (spin up / spin down): 4.59 / 6.29 eV
- E: -4488.7262 hartree

Geometry as XYZ:
```
66
Properties=species:S:1:pos:R:3:mulliken_spin:R:1
Ni -0.033 -0.025 -1.933 0.954
O 2.062 -2.459 -0.301 0.192
C 1.705 -1.717 0.592 0.162
O 0.776 -0.659 0.243 0.019
C 1.992 -1.658 1.971 0.148
C 2.913 -2.474 2.654 0.138
C 3.075 -2.308 4.002 -0.088
C 2.360 -1.312 4.690 0.277
C 1.470 -0.488 4.020 -0.131
C 1.251 -0.657 2.663 0.160
P 0.174 0.195 1.435 0.011
C -1.454 -0.323 2.020 0.001
C -1.825 -0.064 3.332 -0.001
C -3.037 -0.522 3.806 0.000
C -3.877 -1.251 2.976 0.005
C -3.494 -1.524 1.671 -0.003
C -2.283 -1.066 1.188 0.023
C 0.748 1.892 1.757 0.026
C 2.062 2.228 1.465 -0.015
C 2.549 3.467 1.836 0.005
C 1.738 4.346 2.541 0.001
C 0.431 4.000 2.841 0.000
C -0.072 2.774 2.446 0.010
H 3.474 -3.209 2.095 0.027
H 3.766 -2.936 4.549 -0.003
H 2.524 -1.183 5.750 0.027
H 0.967 0.299 4.567 -0.003
H -1.162 0.501 3.968 -0.003
H -3.326 -0.308 4.826 0.000
H -4.831 -1.598 3.349 0.001
H -4.148 -2.093 1.026 0.000
H -1.970 -1.259 0.170 0.006
H 2.682 1.516 0.936 0.003
H 3.564 3.744 1.589 0.000
H 2.127 5.306 2.856 0.001
H -0.197 4.687 3.390 0.000
H -1.101 2.505 2.630 0.003
O -2.400 2.382 0.559 -0.001
C -1.813 1.784 -0.331 0.003
O -0.781 1.010 -0.164 0.025
C -2.238 1.891 -1.765 -0.008
C -3.049 2.934 -2.211 0.006
C -3.388 3.003 -3.547 -0.010
C -2.938 1.992 -4.397 0.007
C -2.142 0.985 -3.877 -0.008
N -1.777 0.939 -2.603 0.004
H -3.373 3.679 -1.501 0.000
H -3.983 3.822 -3.932 -0.001
H -3.196 1.988 -5.445 0.000
H -1.760 0.190 -4.503 0.000
C 0.269 -4.371 -4.126 -0.001
C 1.048 -3.703 -2.994 0.004
C 0.199 -2.752 -2.333 -0.007
N -0.580 -2.037 -1.876 -0.002
H 0.895 -5.106 -4.623 0.000
H -0.037 -3.617 -4.847 0.000
H -0.619 -4.867 -3.743 0.000
H 1.912 -3.159 -3.389 0.000
H 1.408 -4.425 -2.257 -0.001
Cl 1.991 1.235 -1.989 0.013
C 2.811 0.465 -3.346 0.001
Cl 3.871 -0.819 -2.751 -0.001
C 1.767 -0.190 -4.368 0.005
O 2.241 -0.443 -5.462 0.001
O 0.620 -0.371 -3.937 0.021
H 3.438 1.195 -3.859 0.001
```

---

# 2
Computed, not measured: a structure of composition C30H24ClNO2PS2V, with ωB97M-V with the def2-TZVPD basis set.

## Properties
- 2S+1: 2
- Net charge: +1
- HOMO energy (spin up / spin down): -11.8 / -11.8 eV
- Gap between HOMO and LUMO (spin up / spin down): 6.38 / 7.05 eV
- E: -3904.5001 hartree

Geometry as XYZ:
```
62
Properties=species:S:1:pos:R:3:mulliken_spin:R:1
C -0.916 -1.214 1.622 0.017
C -0.843 -1.457 0.219 -0.006
C 0.536 -1.728 -0.094 0.006
H -1.689 -1.540 -0.452 -0.005
C 1.284 -1.649 1.122 -0.029
C 0.398 -1.308 2.176 -0.020
H 0.660 -1.220 3.227 0.000
H -1.823 -1.121 2.204 -0.001
H 0.906 -2.094 -1.032 -0.004
H 2.338 -1.857 1.236 -0.003
V 0.284 0.158 0.678 1.270
Cl 2.371 1.285 0.188 -0.019
P -0.010 0.348 -2.268 -0.075
C 1.164 -0.735 -3.188 -0.014
C 0.873 -1.469 -4.352 -0.004
H -0.125 -1.465 -4.788 0.000
C 1.871 -2.235 -4.972 0.001
H 1.632 -2.815 -5.866 0.000
C 3.166 -2.265 -4.454 -0.003
H 3.949 -2.849 -4.944 0.000
C 3.463 -1.547 -3.290 -0.001
H 4.464 -1.575 -2.859 0.000
C 2.474 -0.783 -2.674 0.004
H 2.715 -0.208 -1.774 -0.002
C -1.608 -0.119 -3.050 -0.016
C -1.993 -1.476 -3.080 -0.006
H -1.286 -2.262 -2.797 0.000
C -3.278 -1.843 -3.490 0.004
H -3.581 -2.891 -3.446 0.000
C -4.169 -0.872 -3.964 -0.008
H -5.176 -1.157 -4.282 0.000
C -3.766 0.466 -4.018 0.004
H -4.447 1.225 -4.406 0.000
C -2.502 0.846 -3.549 -0.009
H -2.216 1.900 -3.564 -0.001
C 0.371 1.971 -3.024 -0.022
C 0.885 2.119 -4.323 -0.005
H 1.140 1.243 -4.924 0.000
C 1.084 3.400 -4.853 0.000
H 1.480 3.512 -5.866 0.000
C 0.781 4.531 -4.088 -0.001
H 0.926 5.530 -4.504 0.000
C 0.302 4.389 -2.781 0.002
H 0.072 5.263 -2.171 0.000
C 0.109 3.117 -2.248 0.007
H -0.257 2.997 -1.226 0.001
O 1.370 3.770 3.936 -0.002
S 1.080 2.360 3.749 0.004
O 2.126 1.382 3.952 0.001
N 0.303 2.019 2.248 -0.018
C -1.028 1.906 2.391 0.004
S -1.737 1.553 0.837 -0.063
C -1.457 1.653 3.778 0.014
C -2.542 0.862 4.143 0.001
C -2.592 0.318 5.429 0.000
C -1.559 0.583 6.338 0.000
C -0.431 1.324 5.965 0.000
C -0.369 1.804 4.655 -0.002
H -3.298 0.722 3.367 0.000
H -3.454 -0.296 5.706 0.000
H -1.629 0.162 7.343 0.000
H 0.389 1.519 6.658 0.000
```

---

# 3
Computed, not measured: a structure of composition C30H25BClIN4O4Zr, with ωB97M-V with the def2-TZVPD basis set.

## Properties
- Energy relative to the best compared isomer or geometry (same formula, charge and spin): 0.4 kcal/mol
- HOMO energy: -8.0 eV
- Gap between HOMO and LUMO: 7.83 eV
- E: -2507.8168 hartree

Geometry as XYZ:
```
67
Properties=species:S:1:pos:R:3:nbo_charge:R:1
Zr -0.195 0.208 0.996 2.024
O -1.360 2.967 3.362 -0.717
Cl -0.400 2.696 2.374 2.544
O 0.500 3.756 2.138 -0.736
O -1.039 2.262 1.092 -0.845
O 0.375 1.440 2.703 -0.860
B 1.210 -2.080 2.754 0.175
N 0.261 -2.725 1.695 -0.268
C -0.120 -3.991 1.565 0.025
C -0.896 -4.116 0.420 -0.337
C -0.942 -2.837 -0.105 0.015
N -0.244 -1.992 0.668 -0.460
N 2.366 -1.397 1.997 -0.283
C 3.680 -1.621 1.982 0.012
C 4.286 -0.635 1.220 -0.340
C 3.238 0.175 0.802 0.000
N 2.078 -0.291 1.276 -0.424
H 1.616 -2.936 3.489 -0.016
H 0.611 -1.197 3.328 -0.027
H 0.192 -4.720 2.293 0.230
H -1.355 -5.006 0.027 0.237
H -1.429 -2.474 -0.994 0.235
H 4.089 -2.462 2.516 0.227
H 5.333 -0.517 1.004 0.236
H 3.256 1.054 0.180 0.237
I -2.436 0.335 -1.193 0.388
C -3.979 0.000 0.152 -0.151
C -5.261 0.003 -0.315 -0.252
C -6.321 -0.201 0.592 -0.211
C -6.048 -0.391 1.913 -0.176
C -4.716 -0.393 2.397 -0.077
C -4.465 -0.585 3.778 -0.182
C -3.188 -0.583 4.240 -0.206
C -2.111 -0.394 3.340 -0.221
C -2.266 -0.206 1.985 -0.496
C -3.623 -0.198 1.511 -0.014
H -5.469 0.162 -1.364 0.222
H -7.341 -0.200 0.232 0.218
H -6.852 -0.543 2.624 0.213
H -5.306 -0.726 4.447 0.209
H -2.985 -0.720 5.295 0.213
H -1.122 -0.398 3.782 0.216
C 3.830 4.097 -3.731 -0.202
C 2.984 4.806 -2.890 -0.218
C 2.134 4.127 -2.031 -0.206
C 2.097 2.732 -2.001 0.000
C 2.963 2.031 -2.845 -0.219
C 3.819 2.709 -3.699 -0.215
C 1.175 2.085 -1.039 -0.249
C 0.704 0.831 -0.993 -0.474
C 0.902 -0.133 -2.107 -0.103
C 0.374 0.173 -3.365 -0.171
C 0.482 -0.717 -4.422 -0.223
C 1.126 -1.935 -4.245 -0.229
C 1.655 -2.251 -3.002 -0.194
C 1.536 -1.365 -1.940 -0.219
H 4.498 4.621 -4.402 0.211
H 2.989 5.888 -2.898 0.213
H 1.483 4.683 -1.366 0.211
H 2.975 0.950 -2.832 0.221
H 4.484 2.146 -4.342 0.212
H 0.882 2.777 -0.251 0.206
H -0.105 1.135 -3.512 0.210
H 0.068 -0.455 -5.388 0.214
H 1.214 -2.630 -5.070 0.214
H 2.160 -3.197 -2.852 0.213
H 1.947 -1.631 -0.974 0.221
```

---

Which value of E does entry 3 give? -2507.8168 hartree